No. 1
{
  "formula": "C8H8N4O4",
  "method": "ωB97M-V/def2-TZVPD",
  "gap_ev": 8.78,
  "smiles": "O=c1cc[nH]c(=O)[nH]1.O=c1cc[nH]c(=O)[nH]1",
  "homo_ev": -9.233,
  "species": ["O", "C", "C", "C", "N", "C", "O", "N", "H", "H", "H", "H", "O", "C", "C", "C", "N", "C", "O", "N", "H", "H", "H", "H"],
  "coordinates": [[-1.1902, -1.6517, 0.4764], [-2.2767, -1.0487, 0.1799], [-3.5452, -1.6250, -0.0706], [-4.6997, -0.8360, -0.2002], [-4.4928, 0.5387, 0.0192], [-3.2426, 1.1580, -0.0655], [-3.1428, 2.3975, -0.0845], [-2.1364, 0.3029, 0.0784], [-3.6291, -2.6731, -0.1052], [-5.7170, -1.1270, -0.2199], [-5.2644, 1.1496, -0.1700], [-1.1602, 0.7062, 0.0130], [5.6023, 0.6551, 0.2186], [4.4813, 0.1665, 0.0845], [3.9692, -1.2184, -0.1962], [2.7011, -1.5619, -0.3235], [1.6749, -0.6771, -0.0438], [2.0260, 0.6709, -0.0421], [1.1416, 1.5153, 0.0750], [3.3726, 0.9682, -0.1334], [4.6813, -2.0882, -0.3721], [2.3264, -2.6489, -0.4195], [0.5540, -0.7273, 0.2590], [3.5119, 1.9170, -0.1096]],
  "atomic_forces_ev_per_a": [[-2.5259, 0.5065, -0.8339], [4.4794, -0.6471, 0.8106], [-3.5317, 1.0365, -0.4679], [4.5628, 0.8455, 1.7055], [-0.0985, -1.3064, -1.1594], [0.9117, 2.7164, 1.0552], [-0.2572, -2.8605, -0.3642], [-0.9391, 1.6784, -0.8047], [0.0478, -1.0300, -0.0351], [-0.6204, -0.5773, -0.3595], [-0.0771, 0.4212, 0.0778], [-1.5072, -0.3165, 0.3270], [-1.7988, -1.3429, 0.1526], [-0.0251, -0.6642, -1.6038], [3.8372, -1.7694, -0.1787], [-3.1090, -2.1395, 1.4893], [-1.9705, 2.0948, 0.3465], [-1.3099, -0.9007, 0.5409], [0.6678, -0.0305, -0.2089], [-1.1730, -0.7559, 0.4412], [-0.6712, 1.5897, 0.3681], [0.9924, 1.9012, -0.1584], [3.5049, -1.2376, -1.2638], [0.6105, 2.7884, 0.1233]]
}


No. 2
{
  "formula": "C8H8N4O4",
  "method": "ωB97M-V/def2-TZVPD",
  "gap_ev": 9.85,
  "smiles": "O=c1cc[nH]c(=O)[nH]1.O=c1cc[nH]c(=O)[nH]1",
  "homo_ev": -9.513,
  "species": ["O", "C", "C", "C", "N", "C", "O", "N", "H", "H", "H", "H", "O", "C", "C", "C", "N", "C", "O", "N", "H", "H", "H", "H"],
  "coordinates": [[1.6958, -0.4812, 0.4958], [0.7040, -1.1468, 0.5790], [0.2557, -2.0120, 1.5991], [-0.6529, -2.9485, 1.3970], [-1.2664, -3.1619, 0.1804], [-1.1147, -2.1952, -0.8153], [-1.8347, -2.2945, -1.7739], [-0.2397, -1.1734, -0.5745], [0.5249, -1.7639, 2.6393], [-1.2700, -3.4343, 2.3029], [-2.1459, -3.6015, 0.0542], [-0.1650, -0.4757, -1.3087], [1.9211, 2.1349, 1.8215], [1.2844, 2.1326, 0.7852], [1.6682, 2.7813, -0.4724], [0.8800, 2.7009, -1.5569], [-0.2994, 1.9797, -1.5284], [-0.7703, 1.3360, -0.3949], [-1.8099, 0.7173, -0.3782], [0.0504, 1.4725, 0.6993], [2.6079, 3.3141, -0.4810], [1.1446, 3.1438, -2.5010], [-0.9137, 1.9417, -2.3340], [-0.2543, 1.0343, 1.5655]],
  "atomic_forces_ev_per_a": [[0.4428, -0.0957, 0.3951], [-0.5888, -0.3586, -3.7138], [0.4453, 0.2441, 2.7512], [-4.0115, -1.4594, 1.8053], [1.8945, 1.2733, 0.5603], [-0.5205, 0.1006, 0.1303], [-0.1601, 0.4012, -1.1593], [1.8648, -1.5109, 1.1358], [0.2671, -0.3872, -0.7542], [2.0596, 0.7678, -2.0928], [-0.5250, -0.7828, 0.3211], [0.2707, -0.7197, 0.1261], [-0.5646, 0.1014, -0.6750], [0.2752, 0.1026, 0.1041], [0.0371, 0.0832, -0.0415], [0.1666, -0.3805, 0.6909], [-0.0220, -0.0817, -0.2550], [-0.4065, 1.0950, 0.5029], [-0.4783, 0.7428, 0.0088], [-0.4160, 0.6342, 0.4664], [-0.0845, -0.0140, -0.0746], [-0.0541, 0.1003, -0.1377], [0.1713, 0.0169, 0.2635], [-0.0631, 0.1269, -0.3580]]
}


No. 3
{
  "formula": "C8H8N4O4",
  "method": "ωB97M-V/def2-TZVPD",
  "gap_ev": 9.72,
  "smiles": "O=c1cc[nH]c(=O)[nH]1.O=c1cc[nH]c(=O)[nH]1",
  "homo_ev": -9.194,
  "species": ["O", "C", "C", "C", "N", "C", "O", "N", "H", "H", "H", "H", "O", "C", "C", "C", "N", "C", "O", "N", "H", "H", "H", "H"],
  "coordinates": [[-0.9703, -0.6245, 0.2789], [-0.3030, -1.5396, 0.7183], [0.4263, -1.3795, 2.0178], [0.8222, -2.5410, 2.6656], [0.7657, -3.8066, 2.1508], [0.2200, -4.0620, 0.8516], [0.0690, -5.1828, 0.4738], [-0.2531, -2.8747, 0.2531], [0.5384, -0.4170, 2.4600], [1.3308, -2.5162, 3.6410], [1.0823, -4.5749, 2.6583], [-1.0410, -2.9242, -0.5166], [0.7364, 1.4720, 0.6981], [0.2302, 2.1493, -0.2183], [0.6867, 3.4594, -0.7188], [0.2371, 4.0037, -1.8455], [-0.8428, 3.3683, -2.4817], [-1.2170, 1.9847, -2.2099], [-1.9892, 1.3608, -2.9340], [-0.7427, 1.5468, -1.0027], [1.4882, 4.0544, -0.2174], [0.5778, 4.8670, -2.3914], [-0.9833, 3.6491, -3.5593], [-0.8686, 0.5275, -0.7717]],
  "atomic_forces_ev_per_a": [[-0.2975, -1.9825, -0.8421], [1.4081, -0.2101, 3.6942], [0.0792, -2.9777, -0.2744], [0.5530, 1.8612, -0.1928], [-1.1591, 1.9111, -2.6986], [-0.3626, 1.2348, 2.4265], [-0.0011, -0.2238, -0.9817], [-2.9033, 0.7950, -2.8787], [-0.0245, 0.4006, 0.0944], [-0.4571, 0.2185, -0.4295], [0.4856, -1.3398, 0.7499], [2.4023, -0.7349, 1.7184], [-0.6509, 2.0649, -1.2739], [1.3355, -1.1980, 0.5863], [1.7387, 1.3662, 1.3879], [-2.0752, -1.8406, -0.7545], [-0.0504, -0.2804, -3.7330], [-1.0810, 1.3680, -0.6115], [1.4860, 0.9238, 0.9009], [0.1037, -0.6669, -0.5173], [-0.7134, -1.1412, -0.1046], [0.2637, 0.2786, 0.4561], [0.1633, -1.0731, 3.4892], [-0.2433, 1.2460, -0.2113]]
}


No. 4
{
  "formula": "C8H8N6SSbSe4Yb",
  "method": "ωB97M-V/def2-TZVPD",
  "spin_multiplicity": 2,
  "s2": 0.76,
  "gap_ev": [3.70, 4.10],
  "homo_ev": [-5.429, -5.834],
  "species": ["Yb", "N", "C", "N", "C", "N", "N", "C", "N", "C", "C", "C", "C", "C", "N", "H", "H", "H", "H", "H", "H", "H", "H", "S", "Se", "Sb", "Se", "Se", "Se"],
  "coordinates": [[7.0891, 3.9196, 6.9581], [9.3610, 5.7013, 4.6048], [10.0042, 5.2539, 5.7021], [11.3377, 5.4270, 5.7268], [11.8057, 5.4927, 6.9909], [13.1373, 5.7412, 7.1582], [11.0046, 5.5418, 8.0836], [9.7901, 5.0267, 7.9785], [9.2531, 4.7458, 6.7621], [9.0656, 4.9158, 9.2522], [9.5733, 5.5574, 10.4344], [8.8784, 5.4570, 11.6915], [7.6957, 4.6533, 11.6170], [7.2062, 4.1942, 10.3988], [7.7920, 4.3250, 9.2060], [9.9184, 6.3883, 4.1555], [8.3561, 5.8265, 4.5481], [13.7106, 6.0251, 6.3895], [13.5329, 5.7855, 8.0971], [10.5286, 6.1401, 10.1684], [9.3349, 5.9478, 12.5545], [7.1155, 4.3646, 12.4684], [6.3354, 3.5815, 10.5233], [5.2557, 5.8709, 7.4078], [5.1671, 10.0772, 7.3467], [6.9548, 8.1179, 7.7553], [7.3642, 10.8790, 8.4556], [5.0760, 8.3955, 9.4267], [5.6785, 6.1401, 5.3463]],
  "atomic_forces_ev_per_a": [[-1.8133, 0.8938, -0.8855], [0.4712, -0.7956, 0.7919], [-0.5980, 0.3785, 0.2991], [-0.5832, -0.2576, 1.2136], [0.1840, 1.2931, -0.6506], [-0.8827, -0.4908, 0.9062], [0.8672, -0.9135, 0.4987], [1.7365, 0.8435, -1.7410], [0.6032, 0.5407, 0.1888], [-2.6190, 0.2741, 1.7559], [0.1427, -0.0793, -1.2016], [-0.1019, -0.9967, -2.7417], [1.7508, 1.3655, 0.0336], [0.6525, -0.1944, 0.4068], [2.5896, 0.4310, 1.1931], [0.3508, 0.3362, -0.8966], [-0.3381, -0.1241, 0.5124], [-0.0517, -0.1518, -0.3153], [-0.4741, 0.0649, -0.5953], [-1.5342, -0.9802, 1.2076], [-0.6124, -0.3598, -0.0901], [-0.0774, 0.2206, 0.5190], [-0.6386, -0.0184, -0.7299], [0.2661, -0.7716, 2.0063], [2.5490, 0.6785, -0.4222], [-1.8083, 1.3752, 0.6339], [-1.3728, -1.1185, -1.1521], [0.2472, -0.7367, 1.8129], [1.0949, -0.7063, -2.5578]]
}


No. 5
{
  "formula": "C8H8NO3P",
  "method": "ωB97M-V/def2-TZVPD",
  "gap_ev": 7.60,
  "homo_ev": -8.930,
  "species": ["C", "C", "C", "C", "C", "C", "C", "C", "N", "O", "O", "O", "P", "H", "H", "H", "H", "H", "H", "H", "H"],
  "coordinates": [[1.5839, -0.7936, -1.9534], [-1.1190, 2.5174, 0.6200], [-2.0151, 1.7620, -0.1129], [0.2347, 2.2114, 0.6402], [-1.5617, 0.7326, -0.9299], [0.6932, 1.1206, -0.0769], [-0.2063, 0.4149, -0.8897], [0.2453, -0.7666, -1.6081], [2.7237, -0.8236, -1.9782], [-0.0336, -2.9847, 2.0263], [2.1912, -2.0320, 1.2014], [0.3108, -2.1787, -0.2292], [0.6175, -1.6244, 1.2165], [-1.6833, 3.3307, 1.1262], [-2.9831, 2.1659, -0.1193], [0.7673, 2.8671, 1.2293], [-2.1214, 0.1158, -1.5317], [1.7168, 1.0070, 0.0778], [-0.5876, -1.2286, -2.2523], [-1.0437, -2.8288, 2.1668], [2.2703, -2.9843, 1.3770]],
  "atomic_forces_ev_per_a": [[0.9734, -0.5950, -0.1390], [-1.3653, 0.0989, -0.0103], [1.0200, -0.2289, -0.9284], [-2.4975, -0.3711, -0.6766], [1.6252, 1.1375, 1.8269], [-1.4596, 1.7356, 0.3823], [0.6359, 0.0718, 0.2310], [-3.4693, -2.0465, 1.7658], [1.1266, 0.1072, -0.5094], [-1.8653, 1.3627, 0.1262], [0.1865, -0.3034, 1.3877], [-1.3000, 1.7431, -3.3799], [-0.2886, -1.0540, 0.4907], [1.4500, -0.2782, 0.0641], [-1.4954, -0.2222, -0.2105], [1.9772, 0.8081, 1.0687], [-1.7607, -0.9756, -1.2318], [1.6258, -1.1518, -0.5597], [1.8636, 0.4398, 0.8975], [2.7714, -0.3862, -0.3657], [0.2460, 0.1080, -0.2296]]
}


No. 6
{
  "formula": "C8H8NO3S",
  "method": "ωB97M-V/def2-TZVPD",
  "total_charge": -1,
  "gap_ev": 7.58,
  "smiles": "C[C@@]1(C(=O)[O-])C(=O)N2C=CCS[C@H]21",
  "homo_ev": -4.638,
  "species": ["C", "C", "C", "O", "O", "C", "O", "N", "C", "C", "C", "S", "C", "H", "H", "H", "H", "H", "H", "H", "H"],
  "coordinates": [[-1.5345, -1.3923, 1.5642], [-1.2950, -0.3085, 0.4459], [-2.6465, -0.4154, -0.6125], [-3.7486, -0.5785, -0.1249], [-2.2818, -0.3540, -1.7841], [-0.9855, 1.1102, 0.6046], [-1.4560, 2.1653, 1.0213], [0.1576, 1.0414, -0.2535], [1.3134, 1.7564, -0.4829], [2.4842, 1.1083, -0.5169], [2.6694, -0.3497, -0.7291], [1.4025, -1.2270, 0.2557], [0.0039, -0.3700, -0.4233], [-0.9760, -2.2056, 1.2275], [-2.5700, -1.6129, 1.6169], [-1.3140, -0.8798, 2.6038], [1.3094, 2.7918, -0.3895], [3.2572, 1.8270, -0.5084], [2.5317, -0.7878, -1.7091], [3.7270, -0.5294, -0.4246], [-0.0483, -0.7893, -1.3811]],
  "atomic_forces_ev_per_a": [[0.2997, 4.5247, 1.3892], [-1.3762, -2.2814, -0.5384], [1.1765, 0.0367, -0.4987], [-0.4584, -0.0388, 1.1386], [0.1805, 0.1645, -0.7332], [0.3626, 4.0115, -0.4228], [0.3694, -1.9386, 0.2559], [-1.4264, 0.0945, -0.6893], [-0.2750, -2.3873, 1.4487], [-0.9277, 0.8288, -1.7567], [0.6184, 0.0628, 1.0403], [1.3534, -1.3160, 1.7797], [0.2623, -0.2401, 1.4617], [1.0736, -1.5825, 0.3730], [-0.9957, -0.2661, -0.2843], [0.2602, -1.6033, -1.8418], [-0.4179, 1.6333, 0.2875], [1.5232, 0.0653, -0.2666], [0.1748, 0.6574, -0.6139], [-0.9406, -0.6856, 0.1054], [-0.8367, 0.2601, -1.6342]]
}


No. 7
{
  "formula": "C8H8NOPS2",
  "method": "ωB97M-V/def2-TZVPD",
  "gap_ev": [5.77, 5.77],
  "homo_ev": [-7.280, -7.283],
  "species": ["C", "C", "C", "C", "C", "C", "C", "C", "N", "O", "P", "S", "S", "H", "H", "H", "H", "H", "H", "H", "H"],
  "coordinates": [[1.6871, 1.6164, 2.5113], [-2.8930, 0.2664, -2.3493], [0.8832, 1.4057, 1.4042], [-1.4823, -0.0623, -2.4636], [2.8848, 0.8827, 2.4589], [-3.3337, 0.3809, -1.0978], [1.5149, 0.5686, 0.5289], [-0.8956, -0.0810, -1.1516], [0.7388, -2.9714, 0.7093], [1.7073, -0.2766, -2.2152], [0.8725, -0.2828, -0.9806], [3.0602, -0.0233, 1.0237], [-2.0358, 0.1278, 0.1140], [1.3724, 2.2471, 3.2794], [-3.6715, 0.3267, -3.1573], [-0.1566, 1.9210, 1.3691], [-0.9726, -0.2816, -3.3884], [3.6495, 0.6730, 3.2614], [-4.3656, 0.6441, -0.7179], [-0.1769, -3.5071, 0.4266], [1.6131, -3.5743, 0.4350]],
  "atomic_forces_ev_per_a": [[2.2814, -1.4594, -0.0712], [-0.0271, -0.7033, -1.9253], [-1.7824, 0.8372, -0.2667], [-0.6647, 0.4909, 2.6934], [0.1595, 0.0498, 1.3377], [-0.3742, 0.3578, 3.1611], [-0.8334, -1.6459, -2.8120], [-0.0596, -0.1071, -2.6515], [0.0006, -0.3994, -1.2728], [-0.9007, -0.0714, 1.1665], [0.3766, -0.8485, 1.1882], [-1.1594, 0.9013, 0.6411], [-1.0847, 0.3969, -1.4000], [-0.0971, 0.7612, 1.3495], [1.3535, -0.0090, 0.5266], [2.0393, -1.2604, -0.4896], [0.2228, 0.1688, 0.1113], [-1.0226, 0.8064, -0.9905], [1.4707, -0.4981, -0.6177], [2.4474, 1.0306, 0.1628], [-2.3459, 1.2016, 0.1589]]
}


No. 8
{
  "formula": "C8H8NS",
  "method": "ωB97M-V/def2-TZVPD",
  "total_charge": 1,
  "gap_ev": 8.20,
  "homo_ev": -13.273,
  "species": ["C", "C", "C", "C", "C", "C", "C", "C", "N", "S", "H", "H", "H", "H", "H", "H", "H", "H"],
  "coordinates": [[-0.3817, 2.3397, -0.2997], [0.5417, 1.4023, -0.5259], [-1.6299, 2.0444, 0.3410], [-1.5280, -1.7480, -0.2692], [-2.8522, -1.5430, 0.0806], [0.3334, -0.0656, -0.1637], [-2.4415, 1.0497, 0.0991], [1.6469, -0.8233, 0.0718], [-0.7508, -0.6820, -0.4398], [-3.6444, -0.0007, -0.0456], [-0.0813, 3.4321, -0.3288], [1.5812, 1.7112, -0.8845], [-1.9397, 2.6989, 1.1116], [-1.3072, -2.7704, -0.4603], [-3.5143, -2.3455, 0.3166], [2.2972, -0.1386, 0.4849], [1.6364, -1.7291, 0.7021], [1.9530, -1.2674, -0.9441]],
  "atomic_forces_ev_per_a": [[1.4313, 1.3875, 0.1382], [0.9195, -0.8838, -0.3117], [-1.2038, -0.6828, -0.5125], [-2.0460, 0.9189, 0.8419], [1.1686, 0.1489, -0.0417], [1.1751, -1.1225, -2.1317], [1.0304, -0.5324, -0.1359], [-1.5712, -1.9855, -1.1793], [-0.5277, 2.4863, 0.6112], [0.3478, -0.1576, -0.0335], [-0.5025, -1.4756, -0.2204], [-1.5859, -0.6289, 0.6982], [-0.3649, 0.7723, 0.9099], [0.8374, -0.6909, -0.3780], [-0.3393, -0.4446, -0.0927], [1.9786, 1.1477, 0.5207], [-0.5755, 0.5539, 0.0366], [-0.1719, 1.1892, 1.2807]]
}


Looking at energy above the lowest of the compared OMol25 structures with the same formula, charge and spin for the records above, in order, we have 49.92; 46.66; 46.27; 20.58; 64.69; 1.91; 103.36; 60.15 kcal/mol.